i:
Molecular formula: H30O15
Method: DFT, ωB97M-V/def2-TZVPD

Positions of all 45 atoms, in Å:
O  4.13  -3.99  0.19
O  -3.54  -1.06  2.55
O  1.19  -0.62  3.95
O  0.61  -1.17  -2.93
O  -3.16  2.68  -0.10
O  -2.04  -2.14  1.57
O  -0.40  -5.45  -0.99
O  0.01  2.60  -3.72
O  -2.31  1.19  -3.30
O  0.75  -0.63  0.76
O  3.19  2.10  -2.36
O  -2.99  0.17  0.84
O  0.52  2.74  2.99
O  0.32  3.44  -0.91
O  4.05  0.42  2.43
H  0.68  4.08  -1.48
H  1.18  -1.31  0.18
H  3.33  1.16  2.33
H  4.28  -4.95  0.14
H  -2.16  -3.10  1.44
H  -2.23  2.71  0.26
H  0.13  -0.09  0.29
H  4.19  0.18  1.52
H  1.14  -0.44  3.02
H  -0.55  3.30  -1.29
H  -1.30  -2.17  2.17
H  -3.05  0.50  1.74
H  -0.11  -4.60  -0.77
H  -1.33  1.23  -3.34
H  -2.75  1.38  -4.21
H  0.20  1.67  -3.66
H  3.27  -3.90  -0.32
H  -3.69  -0.42  3.36
H  -2.98  -0.75  1.00
H  0.07  1.90  3.13
H  0.77  0.13  4.47
H  0.46  -5.72  -1.33
H  3.13  2.75  -3.10
H  -3.12  1.87  -0.61
H  0.01  -1.84  -2.63
H  2.38  2.12  -1.93
H  -4.35  -0.87  2.09
H  0.87  3.08  -3.66
H  1.50  -1.50  -2.75
H  -0.32  3.31  2.95

Computed properties:
HOMO in eV: -10.42
Multiplicity: 1

ii:
Molecular formula: H30O15
Method: DFT, ωB97M-V/def2-TZVPD

Positions of all 45 atoms, in Å:
O  1.55  -2.38  -3.63
O  -0.25  -3.88  0.11
O  -2.16  2.37  3.70
O  2.78  0.06  -4.09
O  0.41  0.08  -0.40
O  -2.04  -0.74  1.81
O  3.42  1.92  -2.26
O  3.13  -2.64  0.09
O  -2.37  0.77  -0.95
O  -1.43  0.63  -2.62
O  0.95  2.28  1.92
O  -3.11  -0.03  4.33
O  -3.13  -1.89  0.94
O  3.89  0.56  0.26
O  -1.62  1.42  0.67
H  -0.71  -3.20  0.62
H  0.83  -2.64  -4.23
H  3.08  0.48  0.75
H  -3.74  -2.45  1.48
H  2.69  2.50  -2.27
H  -2.54  0.20  5.07
H  -2.25  1.58  1.30
H  -3.23  -2.27  0.06
H  -1.35  -0.15  -3.15
H  -2.60  1.69  -0.84
H  3.30  1.42  -1.45
H  4.29  -0.35  0.42
H  2.86  -1.65  0.07
H  -2.68  0.36  3.53
H  1.54  2.26  1.09
H  3.53  -2.92  -0.74
H  1.38  -1.47  -3.41
H  3.37  0.15  -3.39
H  3.37  0.32  -4.83
H  -1.15  -0.39  1.97
H  -0.57  1.07  -2.94
H  1.29  0.41  -0.50
H  -1.29  2.32  0.50
H  -2.07  -1.49  2.39
H  0.72  -3.50  0.16
H  -3.12  0.27  -1.05
H  0.04  0.55  0.41
H  0.26  2.92  1.87
H  -2.58  2.70  2.90
H  -2.71  2.77  4.34

Computed properties:
HOMO in eV: -7.79
Multiplicity: 1

Least stable of them? ii.

i:
Molecular formula: H30O15
Method: DFT, ωB97M-V/def2-TZVPD

Positions of all 45 atoms, in Å:
O  -1.01  2.38  -1.31
O  -1.28  -0.92  1.27
O  -0.86  4.27  2.23
O  -1.42  -3.62  -1.67
O  1.74  -1.11  2.91
O  -2.21  1.56  -3.51
O  2.91  -1.81  0.62
O  -2.81  0.86  2.46
O  0.79  -3.46  -3.22
O  1.61  1.56  0.34
O  -2.48  -1.02  -2.21
O  3.10  0.09  -2.49
O  1.48  4.08  0.55
O  0.85  1.60  3.39
O  -0.57  -4.41  0.81
H  -1.92  -1.77  -2.21
H  -2.36  0.71  -3.03
H  2.01  -1.46  3.74
H  -0.42  5.01  1.75
H  -1.15  -4.45  -2.11
H  1.40  2.39  3.17
H  2.99  -0.02  -1.56
H  2.50  1.45  0.17
H  -0.66  -4.36  1.75
H  2.16  3.59  0.06
H  -1.16  3.27  -1.59
H  2.67  0.95  -2.68
H  -1.83  1.09  -4.30
H  0.82  1.07  2.63
H  -1.21  3.64  1.62
H  2.27  -1.32  2.21
H  -2.82  1.61  3.01
H  -2.21  -0.50  -1.49
H  -3.51  1.13  1.83
H  3.31  -2.57  1.11
H  0.68  3.46  0.49
H  -0.85  -3.24  -1.03
H  0.94  1.71  -0.35
H  -1.43  -4.65  0.49
H  0.86  -2.97  -2.37
H  0.00  -2.98  -3.57
H  -1.74  -0.24  1.79
H  -1.25  1.65  -2.11
H  3.40  -1.77  -0.29
H  -0.34  -0.87  1.44

Computed properties:
HOMO in eV: -10.16
Multiplicity: 1

ii:
Molecular formula: H30O15
Method: DFT, ωB97M-V/def2-TZVPD

Positions of all 45 atoms, in Å:
O  1.61  0.25  -1.89
O  1.97  3.41  -1.56
O  -2.86  -1.06  1.29
O  3.26  0.77  0.94
O  1.45  1.10  3.03
O  2.89  -1.57  -0.13
O  -0.08  -2.23  -0.23
O  -1.30  3.81  -0.23
O  -0.83  -2.65  2.45
O  -0.11  -1.87  -2.91
O  -2.77  1.80  0.92
O  -2.76  -3.09  -1.21
O  -0.20  0.39  0.15
O  -1.06  0.16  2.92
O  -0.72  1.80  -2.20
H  -0.87  -1.27  -2.99
H  0.73  -2.66  0.04
H  3.84  0.63  1.68
H  -2.47  -3.55  -2.01
H  0.72  0.43  -0.15
H  -0.51  1.01  -1.70
H  1.24  -0.06  -2.72
H  -0.35  -0.53  0.02
H  -2.79  1.30  0.12
H  -0.21  0.61  2.95
H  1.62  0.30  3.50
H  1.76  2.51  -1.20
H  1.91  1.10  2.18
H  3.83  1.19  0.31
H  -0.27  1.69  -3.04
H  -2.12  2.47  0.84
H  -0.95  -1.71  2.61
H  -3.32  -0.69  0.53
H  2.06  -0.51  -1.53
H  -0.02  -2.04  -1.97
H  -1.39  0.47  2.10
H  -0.74  -2.49  0.43
H  1.75  3.24  -2.48
H  -3.01  -1.99  1.23
H  -0.73  3.14  -0.56
H  3.15  -0.65  0.04
H  -1.57  -2.98  2.97
H  3.62  -2.01  -0.48
H  -2.17  -2.36  -1.08
H  -1.20  4.37  -1.00

Computed properties:
HOMO in eV: -10.08
Multiplicity: 1

iii:
Molecular formula: H30O15
Method: DFT, ωB97M-V/def2-TZVPD

Positions of all 45 atoms, in Å:
O  0.68  4.40  -1.71
O  2.09  -2.25  -1.38
O  -0.73  2.63  0.73
O  0.63  -3.55  0.14
O  0.77  1.36  -1.74
O  4.71  1.03  1.24
O  4.24  -1.72  0.43
O  -0.39  0.81  3.03
O  -4.85  0.78  0.20
O  -1.44  -0.61  -2.10
O  4.34  0.05  -0.94
O  -4.67  -2.57  -1.04
O  -3.03  -0.88  1.37
O  0.46  -0.21  -0.03
O  -2.40  0.94  -0.02
H  1.42  -2.19  -0.70
H  -0.58  -0.70  -1.66
H  -2.29  1.78  -0.45
H  -2.14  1.08  0.95
H  1.20  1.82  -2.48
H  5.49  0.82  1.80
H  3.79  -0.32  -0.22
H  4.31  -2.42  1.18
H  -0.09  1.44  -2.07
H  -4.95  1.72  0.37
H  0.95  3.92  -0.89
H  -0.28  3.47  0.72
H  -0.13  -4.01  -0.37
H  4.12  1.61  1.72
H  -5.22  -1.80  -0.66
H  -0.19  -0.87  0.20
H  2.68  -2.91  -1.20
H  0.90  -4.04  0.88
H  -3.89  -2.02  -1.13
H  -1.63  0.30  -2.16
H  -0.95  0.13  3.40
H  -3.35  -1.58  0.79
H  -0.21  4.11  -1.85
H  0.55  0.50  3.29
H  3.53  -1.96  -0.16
H  -0.07  0.63  0.05
H  4.46  -0.76  -1.34
H  -1.52  2.74  1.23
H  -3.93  0.57  0.46
H  -2.39  -1.29  2.08

Computed properties:
HOMO in eV: -9.05
Multiplicity: 1

iv:
Molecular formula: H30O15
Method: DFT, ωB97M-V/def2-TZVPD

Positions of all 45 atoms, in Å:
O  1.78  0.27  -0.58
O  -1.73  -1.60  1.82
O  -0.22  -3.54  -0.38
O  -2.73  0.59  -2.75
O  -0.95  1.03  0.02
O  -2.65  -2.38  -0.50
O  -1.15  0.66  2.76
O  2.50  -1.58  2.63
O  0.20  4.51  -2.22
O  1.31  0.90  2.00
O  -2.35  3.39  -1.44
O  0.20  -0.51  -2.82
O  2.45  2.69  -1.47
O  0.36  -3.03  2.76
O  2.86  -2.34  0.15
H  0.27  4.03  -3.06
H  0.94  0.13  -0.92
H  2.50  -1.53  -0.30
H  -0.86  -2.23  2.01
H  0.55  -3.08  -0.68
H  -1.66  0.67  -0.55
H  -3.27  -2.91  -0.01
H  2.82  -1.62  1.71
H  -0.14  -3.51  0.56
H  0.35  0.71  2.21
H  -2.03  -1.81  0.97
H  -1.71  -2.70  -0.52
H  0.87  4.44  -1.65
H  0.08  -0.03  -3.63
H  -0.65  -0.50  -2.41
H  -3.01  0.20  -1.89
H  1.14  -2.48  2.34
H  1.67  0.40  0.34
H  -0.76  1.89  -0.34
H  2.56  -0.60  2.83
H  -1.70  -0.21  2.59
H  3.20  -2.92  -0.47
H  2.21  1.83  -1.49
H  3.05  2.87  -0.72
H  -2.48  1.53  -2.57
H  0.28  -2.43  3.53
H  -1.52  3.73  -1.81
H  1.40  1.79  2.29
H  -2.46  3.94  -0.66
H  -1.53  1.33  2.34

Computed properties:
HOMO in eV: -10.66
Multiplicity: 1

Least stable of them? iii.